Formula: C5H11NO
Source: the Open Molecules 2025 dataset
Level of theory: ωB97M-V/def2-TZVPD

CARTESIAN COORDINATES (ANGSTROEM)
C1 1.03714 1.51055 -0.38881
C2 0.94492 0.06362 -0.06905
C3 -0.43007 0.00934 1.70952
N1 0.26258 -0.83022 -0.75397
C4 -0.72171 -0.40379 -1.72297
C5 -0.33522 -1.48143 0.58848
O1 0.26935 -2.43631 1.04727
H1 0.07450 1.93210 -0.69572
H2 1.43110 2.07539 0.45949
H3 1.73699 1.59149 -1.22759
H4 1.67553 -0.36376 0.61743
H5 -0.92667 -0.60411 2.45439
H6 0.41832 0.48876 2.22390
H7 -1.11211 0.80745 1.38321
H8 -1.46879 0.28561 -1.29975
H9 -0.20640 0.08712 -2.55033
H10 -1.23536 -1.28947 -2.11181
H11 -1.41409 -1.44235 0.33631

Forces on the atoms, in the same order (eV/Å):
0.00 0.03 -0.04
0.21 -0.03 -0.34
-0.22 -0.24 0.21
0.22 0.24 0.08
-0.08 0.09 -0.20
-0.18 0.20 0.47
-0.05 0.04 0.15
0.20 -0.12 0.02
-0.03 -0.11 -0.16
-0.01 0.18 0.02
-0.13 0.07 -0.15
-0.16 0.17 0.27
-0.04 -0.36 -0.27
-0.01 -0.26 -0.04
0.11 -0.09 -0.12
-0.16 0.04 -0.03
0.10 0.18 0.11
0.23 -0.02 0.02

For the maximum force, the calculation gives 0.5 eV/A. As for the charge: 0. As for the relative energy (zero: lowest compared OMol25 entry of this formula, charge and spin): 449.1 kJ/mol. Its HOMO energy is -0.2991 Ha. The gap between HOMO and LUMO is 8.52 eV. The value obtained for the lowest unoccupied orbital energy is 0.0142 hartree.


Formula: C3H6N2O
Source: the Open Molecules 2025 dataset
Level of theory: ωB97M-V/def2-TZVPD

CARTESIAN COORDINATES (ANGSTROEM)
C1 2.15335 0.02618 0.02411
N1 1.42356 -1.03167 0.05627
N2 0.10561 -0.92315 -0.27042
C2 -0.53706 0.33583 -0.05338
C3 -2.03464 0.17476 0.02019
O1 -2.58701 -0.89200 0.03387
H1 3.17758 -0.08172 0.29543
H2 1.82890 1.04945 -0.32363
H3 -0.46665 -1.68690 0.08736
H4 -0.11946 0.79274 0.90207
H5 -0.31286 1.11139 -0.80408
H6 -2.63131 1.12509 0.03221

Forces on the atoms, in the same order (eV/Å):
-1.12 0.37 -0.52
0.20 0.69 0.07
-0.15 -0.05 -0.03
0.38 0.78 0.73
-0.19 0.44 -0.04
0.07 -0.01 0.07
0.59 -0.17 0.08
0.18 -1.16 0.47
0.51 0.09 -0.19
-0.71 -0.25 -0.60
-0.11 -0.37 -0.10
0.34 -0.37 0.06

For the maximum force, the calculation gives 1.3 eV/A. Its SMILES is C=NNCC=O. As for the charge: 0. As for the relative energy (zero: lowest compared OMol25 entry of this formula, charge and spin): 264.9 kJ/mol. Its HOMO energy is -0.3346 Ha. The gap between HOMO and LUMO is 9.95 eV. The value obtained for the lowest unoccupied orbital energy is 0.0312 hartree.


Formula: C17H32N2O6
Source: the Open Molecules 2025 dataset
Level of theory: ωB97M-V/def2-TZVPD

CARTESIAN COORDINATES (ANGSTROEM)
C1 2.07061 -3.22179 0.75739
C2 1.53706 -3.77352 -0.57343
C3 1.54192 -2.76379 -1.72287
C4 0.28407 -1.87240 -1.77337
C5 0.50787 -0.51385 -2.45202
C6 0.80081 0.66809 -1.51619
C7 1.82277 0.40017 -0.41763
N1 3.21670 0.61271 -0.89569
C8 3.60639 1.93361 -0.61219
O1 4.64638 2.42502 -1.01993
C9 2.56270 2.57669 0.24814
C10 1.71799 1.40963 0.77319
C11 2.35337 0.86014 2.04801
O2 0.43301 1.90014 0.93574
C12 -0.49821 1.30694 1.83896
C13 -0.91202 -0.14837 1.50280
N2 -2.21208 -0.48053 2.11037
C14 -3.38794 0.05039 1.40624
C15 -3.56971 -0.40053 -0.05892
C16 -5.04912 -0.30981 -0.46071
O3 -2.81223 0.29897 -0.98859
H1 2.82821 -2.45366 0.58432
H2 1.28097 -2.78132 1.36945
H3 2.54278 -4.01407 1.34494
H4 0.51438 -4.13909 -0.42817
H5 2.13205 -4.65236 -0.84822
H6 1.62304 -3.29872 -2.67628
H7 2.43056 -2.12643 -1.64341
H8 -0.11097 -1.74301 -0.76245
H9 -0.48065 -2.41429 -2.33976
H10 -0.39056 -0.24342 -3.01050
H11 1.32429 -0.63600 -3.17871
H12 1.18097 1.49630 -2.12729
H13 -0.11832 1.06368 -1.09141
H14 1.73263 -0.61701 -0.02584
H15 3.29078 0.47548 -1.89876
H16 1.91058 3.21048 -0.37282
H17 3.04563 3.16712 1.02776
H18 1.84500 -0.03336 2.42318
H19 3.39942 0.60791 1.85631
H20 2.31318 1.63029 2.82273
H21 -0.18721 1.39052 2.89289
H22 -1.36582 1.95483 1.70213
H23 -0.96047 -0.23892 0.41603
H24 -0.14496 -0.85798 1.85195
H25 -2.31956 -1.47622 2.24459
H26 -4.27714 -0.26313 1.96659
H27 -3.36449 1.14567 1.42153
H28 -3.24043 -1.45302 -0.14073
H29 -5.21441 -0.82117 -1.41207
H30 -5.72171 -0.70875 0.30580
H31 -5.28382 0.74870 -0.60805
H32 -2.68336 1.28711 -0.70109
C17 -1.53389 3.97657 -0.02636
O4 -2.34449 2.93662 0.00922
O5 -0.49435 3.94156 -0.79482
O6 -1.81817 4.98119 0.71798

Forces on the atoms, in the same order (eV/Å):
-0.01 -0.04 -0.03
0.07 -0.16 0.05
-0.16 0.22 0.00
0.08 -0.17 -0.11
0.03 0.00 0.12
0.18 0.09 -0.21
0.18 0.04 0.16
-0.49 0.41 -0.26
0.33 -0.04 -0.06
-0.39 -0.20 -0.01
0.28 -0.14 0.09
0.20 0.22 -0.23
-0.05 -0.10 0.04
-0.45 -0.39 0.86
-0.26 -0.10 -0.17
0.08 0.34 -0.09
0.10 0.34 0.20
0.18 -0.02 -0.16
-0.40 -0.23 0.24
0.02 0.20 0.05
0.66 1.44 0.05
-0.01 -0.03 0.02
0.05 0.08 -0.07
-0.10 0.02 0.04
0.03 -0.05 -0.04
0.02 0.09 -0.04
0.06 0.07 0.02
0.02 -0.10 0.01
-0.03 0.09 -0.05
-0.06 -0.03 0.17
0.08 0.00 -0.06
-0.06 0.01 -0.07
-0.15 0.05 0.11
-0.13 -0.01 0.10
-0.02 0.03 -0.07
0.37 -0.41 0.10
-0.10 0.07 0.13
-0.23 0.14 -0.02
0.02 0.05 -0.07
-0.01 -0.03 0.03
0.02 -0.05 -0.02
0.21 -0.13 -0.15
-0.10 -0.01 -0.08
0.04 0.09 -0.05
-0.25 0.02 0.10
0.14 -0.05 -0.19
0.13 -0.02 0.07
0.11 0.03 -0.07
-0.13 -0.02 0.17
-0.02 0.00 0.05
0.00 -0.12 -0.09
-0.03 -0.06 0.05
0.20 -0.45 -0.17
0.35 0.36 -0.20
-0.53 -1.26 -0.14
-0.28 0.07 0.03
0.20 -0.10 -0.09

For the maximum force, the calculation gives 1.6 eV/A. As for the charge: -2. Its HOMO energy is 0.0423 Ha. The gap between HOMO and LUMO is 3.37 eV. The value obtained for the lowest unoccupied orbital energy is 0.1663 hartree.


Q: Number 2 is which compound?
A: C3H6N2O


Q: Look up the gap between HOMO and LUMO of the first one.
A: 8.52 eV


Q: Look up the maximum force of the first one.
A: 0.5 eV/A